Entry 1:
ORCA calculation (ωB97M-V/def2-TZVPD) on one molecule with the formula C4H6N4 at a distorted geometry.

Each line ends with the natural charge from an NBO analysis.
Geometry (Å):
H1 -1.420 2.919 0.680  0.326
N1 -1.437 2.764 -0.312  -0.678
C1 -0.858 1.645 -0.539  0.498
N2 -0.628 1.142 -1.822  -0.484
C2 -0.078 -0.017 -1.662  0.274
N3 0.152 -0.307 -0.347  -0.254
C3 0.708 -1.477 0.190  -0.010
C4 1.159 -1.554 1.443  -0.467
N4 -0.309 0.738 0.406  -0.456
H2 0.256 -0.722 -2.432  0.211
H3 0.787 -2.324 -0.531  0.217
H4 1.213 -0.704 2.042  0.213
H5 1.440 -2.558 1.776  0.219
H6 -0.985 0.456 1.107  0.392

Calculated values
Energy relative to the best compared isomer or geometry (same formula, charge and spin), kcal per mole: 51.6
HOMO energy, eV: -8.22
E_tot, a.u.: -374.9791
Total charge: 0

Entry 2:
ORCA calculation (ωB97M-V/def2-TZVPD) on BF4H28O14 as an isolated structure at a distorted geometry.

Each line ends with the natural charge from an NBO analysis.
Geometry (Å):
B1 21.850 -19.432 7.876  1.198
F1 20.755 -19.728 8.702  -0.439
F2 21.333 -18.733 6.850  -0.478
F3 22.793 -18.735 8.488  -0.435
F4 22.438 -20.546 7.321  -0.444
O1 22.799 -19.772 5.524  -0.929
H1 23.053 -20.654 5.254  0.465
H2 22.303 -19.902 6.332  0.454
O2 21.717 -22.435 5.825  -0.959
H3 21.751 -22.350 6.777  0.459
H4 22.629 -22.354 5.544  0.434
O3 23.949 -17.018 8.024  -0.967
H5 24.795 -16.643 8.269  0.454
H6 24.170 -17.808 7.531  0.439
O4 21.443 -19.681 10.759  -0.973
H7 21.789 -19.773 9.871  0.412
H8 21.562 -18.755 10.968  0.490
O5 21.078 -21.996 7.996  -0.862
H9 20.211 -22.088 7.599  0.519
H10 21.340 -21.098 7.794  0.474
O6 22.682 -17.837 10.448  -1.022
H11 22.156 -17.467 9.740  0.453
H12 23.421 -18.254 10.006  0.443
O7 24.334 -19.002 7.288  -0.914
H13 24.514 -19.941 7.252  0.487
H14 23.379 -18.939 7.271  0.482
O8 19.353 -20.271 10.050  -0.991
H15 19.370 -21.216 10.203  0.472
H16 20.106 -20.107 9.482  0.462
O9 21.161 -17.445 8.821  -0.896
H17 21.549 -18.288 8.584  0.371
H18 20.397 -17.674 9.351  0.446
O10 24.422 -18.935 9.868  -0.936
H19 24.106 -18.960 8.965  0.484
H20 25.191 -19.505 9.870  0.472
O11 19.432 -18.086 9.943  -0.885
H21 19.290 -18.953 9.562  0.491
H22 19.549 -18.251 10.879  0.490
O12 19.363 -18.134 5.232  -0.993
H23 19.358 -17.226 4.930  0.453
H24 20.277 -18.306 5.461  0.480
O13 22.530 -22.581 9.192  -0.971
H25 21.919 -22.134 8.606  0.419
H26 23.356 -22.111 9.082  0.421
O14 21.686 -17.869 5.119  -0.955
H27 22.080 -18.729 5.269  0.460
H28 22.069 -17.309 5.794  0.464

Calculated values
Energy relative to the best compared isomer or geometry (same formula, charge and spin), kcal per mole: 670.2
HOMO energy, eV: -5.18
E_tot, a.u.: -1493.7729
Total charge: -1

Entry 3:
ORCA calculation (ωB97M-V/def2-TZVPD) on a 5-piece molecular cluster, C2H14NO5 overall at a distorted geometry.

Each line ends with the natural charge from an NBO analysis.
Geometry (Å):
C1 -0.446 -0.163 1.292  -0.403
N1 -0.161 -0.400 -0.155  -0.709
C2 -1.241 -1.313 -0.778  0.137
O1 -1.409 -0.787 -1.995  -0.874
H1 -1.450 0.095 1.527  0.171
H2 0.151 0.509 1.737  0.197
H3 -0.269 -1.071 1.858  0.178
H4 -0.174 0.482 -0.697  0.390
H5 -2.133 -1.402 -0.057  0.096
H6 -0.761 -2.307 -0.991  0.125
H7 -0.860 2.076 -2.005  0.455
H8 -1.542 0.582 -1.814  0.497
O2 -1.515 1.705 -1.424  -1.025
H9 2.669 -0.359 -1.111  0.446
H10 1.212 -1.018 -0.659  0.505
O3 2.277 -1.103 -0.839  -1.053
H11 2.361 -1.299 1.153  0.493
H12 2.192 -0.167 1.966  0.454
O4 2.441 -1.073 2.066  -0.961
H13 -1.092 2.013 -0.125  0.492
H14 0.290 2.561 0.304  0.428
O5 -0.541 2.442 0.748  -1.040

Calculated values
Energy relative to the best compared isomer or geometry (same formula, charge and spin), kcal per mole: 52.2
HOMO energy, eV: -4.72
E_tot, a.u.: -515.5291
Total charge: -1

Entry 4:
ORCA calculation (ωB97M-V/def2-TZVPD) on C4H11MgO3 as an isolated structure at a distorted geometry.

Each line ends with the natural charge from an NBO analysis.
Geometry (Å):
C1 -0.657 -0.452 -2.495  -0.262
O1 0.423 -3.348 0.116  -1.380
H1 -1.740 -0.325 -2.359  0.204
H2 -0.293 0.239 -3.266  0.206
H3 -0.413 -1.476 -2.793  0.230
H4 0.686 -3.983 0.780  0.483
C2 -0.218 1.143 -0.733  -0.103
C3 0.726 1.330 0.432  -0.108
O2 0.646 0.181 1.288  -0.663
C4 -0.060 0.373 2.517  -0.264
H5 -0.011 1.892 -1.511  0.222
H6 -1.271 1.219 -0.422  0.201
H7 0.479 2.240 0.991  0.230
H8 1.764 1.397 0.082  0.217
H9 -0.085 -0.592 3.033  0.221
H10 0.473 1.111 3.129  0.213
H11 -1.084 0.716 2.316  0.197
Mg1 0.614 -1.499 0.152  1.826
O3 0.020 -0.166 -1.257  -0.670

Calculated values
Energy relative to the best compared isomer or geometry (same formula, charge and spin), kcal per mole: 0.0
HOMO energy, eV: -13.54
E_tot, a.u.: -584.6250
Total charge: +1

Entry 5:
ORCA calculation (ωB97M-V/def2-TZVPD) on C30H45LuNO3P2S as an isolated structure at a distorted geometry.

Each line ends with the Mulliken charge.
Geometry (Å):
Lu1 1.104 -1.014 0.802  1.068
C1 -1.029 -1.232 2.289  1.019
C2 -0.858 -2.445 1.534  0.655
C3 0.814 -2.338 3.122  0.922
C4 -0.015 -1.200 3.297  0.367
C5 0.311 -3.103 2.027  0.546
C6 -2.264 -0.425 2.371  -1.318
H1 -2.890 -0.545 1.481  0.304
H2 -2.019 0.637 2.492  0.103
H3 -2.875 -0.733 3.237  0.344
C7 -0.005 -0.310 4.482  -1.655
H4 -0.347 0.702 4.232  0.257
H5 0.997 -0.239 4.929  0.377
H6 -0.684 -0.691 5.261  0.313
C8 1.867 -2.768 4.073  -2.014
H7 1.468 -3.342 4.928  0.299
H8 2.383 -1.898 4.489  0.362
H9 2.606 -3.396 3.564  0.416
C9 0.766 -4.476 1.683  -1.844
H10 0.513 -5.209 2.467  0.315
H11 1.854 -4.512 1.546  0.361
H12 0.302 -4.819 0.754  0.456
C10 -1.841 -3.021 0.581  -1.703
H13 -1.933 -4.108 0.714  0.522
H14 -1.568 -2.849 -0.473  -0.093
H15 -2.837 -2.592 0.734  0.456
C11 -2.219 2.441 -0.743  -1.018
C12 -3.188 1.537 -0.501  -0.443
C13 -3.351 0.235 -1.214  0.249
C14 -3.141 0.260 -2.755  -1.289
C15 -1.725 -0.167 -3.212  -0.244
C16 -0.665 -0.434 -2.119  1.464
C17 -0.364 0.665 -1.066  0.203
C18 -0.906 2.066 -1.380  -0.031
H16 -4.377 -0.124 -1.033  0.647
H17 -3.428 1.223 -3.223  0.219
H18 -2.705 -0.519 -0.743  -0.701
H19 -0.947 2.202 -2.456  -1.180
H20 -2.247 3.441 -0.315  0.409
H21 -3.920 1.716 0.296  0.423
H22 -0.155 2.775 -1.019  0.933
H23 -0.772 0.375 -0.074  -0.346
H24 -0.878 -1.391 -1.593  -1.869
H25 0.735 0.787 -0.952  0.973
H26 -3.848 -0.472 -3.197  0.438
H27 -1.885 -1.128 -3.732  0.847
P1 -0.882 0.789 -4.545  0.990
C19 -1.189 2.588 -4.549  -1.390
C20 -1.541 0.040 -6.082  -1.327
P2 0.970 -0.870 -2.887  1.503
C21 0.860 0.469 -4.177  -1.653
C22 0.872 -2.323 -3.952  -1.324
C23 2.670 -0.685 -2.330  -1.678
H28 -0.305 3.115 -4.169  0.484
H29 -2.069 2.841 -3.947  0.401
H30 -1.361 2.945 -5.568  0.449
H31 -1.162 0.597 -6.949  0.475
H32 -2.646 0.085 -6.091  0.415
H33 -1.249 -1.017 -6.198  0.379
H34 3.282 -0.447 -3.216  0.656
H35 3.012 -1.652 -1.934  0.163
H36 2.818 0.113 -1.587  0.244
H37 1.299 1.391 -3.761  0.391
H38 1.431 0.179 -5.074  0.735
H39 1.443 -3.136 -3.485  0.390
H40 1.330 -2.069 -4.919  0.455
H41 -0.158 -2.655 -4.127  0.343
O1 2.874 -0.410 1.900  -0.879
C24 2.378 0.769 2.175  1.234
N1 1.218 1.075 1.543  0.021
S1 0.619 2.621 1.936  0.871
O2 -0.665 2.455 2.583  -0.652
O3 0.715 3.490 0.784  -0.750
C25 1.927 2.862 3.074  0.352
C26 2.066 3.947 3.937  -0.684
C27 3.123 3.918 4.859  -0.608
C28 3.969 2.786 4.927  -0.520
C29 3.832 1.715 4.043  -0.639
C30 2.815 1.792 3.081  -0.185
H42 1.365 4.777 3.853  0.490
H43 3.275 4.756 5.543  0.409
H44 4.755 2.758 5.684  0.404
H45 4.476 0.831 4.038  0.517

Calculated values
Energy relative to the best compared isomer or geometry (same formula, charge and spin), kcal per mole: 0.0
HOMO energy (spin up / spin down), eV: -6.65 / -6.65
E_tot, a.u.: -3766.7192
Total charge: +1

Entry 6:
ORCA calculation (ωB97M-V/def2-TZVPD) on a 2-piece molecular cluster, C3H10O2 overall at a distorted geometry.

Each line ends with the natural charge from an NBO analysis.
Geometry (Å):
C1 -1.223 0.605 0.389  -0.662
C2 -0.114 1.469 -0.032  -0.087
O1 -0.393 2.910 0.078  -0.738
H1 -1.835 0.173 -0.336  0.199
H2 -0.970 -0.346 0.936  0.238
H3 -2.077 1.045 1.125  0.222
H4 0.079 1.264 -1.049  0.174
H5 0.629 1.270 0.714  0.183
H6 -0.659 3.311 -0.751  0.467
C3 1.453 -1.801 -0.158  -0.260
O2 0.261 -2.427 0.406  -0.728
H7 1.687 -0.973 0.508  0.186
H8 2.313 -2.533 -0.327  0.181
H9 1.162 -1.375 -1.206  0.162
H10 -0.313 -2.591 -0.297  0.463

Calculated values
Energy relative to the best compared isomer or geometry (same formula, charge and spin), kcal per mole: 42.7
HOMO energy, eV: -10.40
E_tot, a.u.: -270.7037
Total charge: 0